(1)
118
Properties=species:S:1:pos:R:3:mulliken_charge:R:1 method="wB97M-V/def2-TZVPD" orbital_gap_ev=8.888 fmax_ev_per_a=10.8
N 8.71 -18.64 -18.72 0.189
C 9.12 -19.54 -17.87 0.408
N 8.25 -20.49 -17.70 -0.352
O 10.29 -19.44 -17.11 -0.552
H 9.18 -17.73 -18.82 -0.447
H 7.83 -18.70 -19.13 0.319
H 8.36 -20.96 -16.77 0.283
H 7.47 -20.65 -18.23 0.179
N 10.22 -16.41 -18.85 0.341
C 9.68 -15.60 -17.91 -0.595
N 9.18 -14.48 -18.33 1.700
O 9.63 -15.94 -16.55 -0.185
H 10.67 -17.31 -18.55 0.118
H 10.22 -16.06 -19.78 -0.105
H 8.96 -13.90 -17.51 -0.556
H 9.28 -14.18 -19.31 -0.487
C 10.66 -15.63 -13.55 -0.232
C 9.54 -15.46 -12.56 0.338
C 8.53 -16.56 -12.88 -1.362
O 9.82 -15.44 -11.33 -0.568
H 10.72 -16.62 -14.07 0.168
H 11.64 -15.50 -13.09 0.635
H 10.59 -14.78 -14.24 -0.723
H 9.03 -14.49 -12.76 0.331
H 8.95 -17.56 -12.80 0.390
H 8.13 -16.45 -13.92 0.227
H 7.66 -16.56 -12.22 0.305
H 9.48 -14.60 -11.01 0.497
C 6.76 -12.20 -17.26 -0.443
C 7.57 -12.31 -16.00 -0.035
C 7.31 -13.58 -15.26 -1.087
O 8.82 -12.32 -16.13 -0.526
H 5.88 -12.80 -17.28 0.415
H 7.46 -12.55 -18.05 -0.490
H 6.43 -11.18 -17.39 0.255
H 7.24 -11.41 -15.48 0.806
H 7.70 -14.50 -15.68 0.236
H 6.25 -13.66 -15.03 0.594
H 7.80 -13.64 -14.28 -0.045
H 9.27 -11.70 -15.52 0.333
C 7.04 -16.70 -20.48 -0.608
C 5.82 -17.56 -20.73 0.531
C 5.83 -18.97 -20.10 -1.329
O 4.73 -17.13 -20.32 -0.560
H 7.95 -17.15 -20.76 0.466
H 7.05 -16.39 -19.46 -0.139
H 7.10 -15.88 -21.14 -0.004
H 5.68 -17.78 -21.82 0.365
H 5.84 -18.74 -19.01 0.185
H 6.65 -19.58 -20.49 0.327
H 4.89 -19.44 -20.50 0.424
H 4.83 -16.83 -19.48 0.227
C 6.84 -17.45 -16.25 0.454
C 5.61 -16.78 -15.82 0.852
C 4.37 -17.38 -16.40 -1.527
O 5.49 -16.66 -14.58 -0.489
H 7.16 -17.10 -17.21 -0.805
H 6.75 -18.57 -16.24 0.477
H 7.82 -17.31 -15.70 -0.278
H 5.76 -15.79 -16.13 -0.110
H 4.16 -18.36 -16.12 0.389
H 4.33 -17.15 -17.41 0.205
H 3.48 -16.82 -16.03 0.496
H 4.81 -15.95 -14.53 0.444
C 13.81 -13.70 -14.57 -1.481
C 13.38 -13.28 -15.94 0.536
C 12.01 -13.84 -16.22 -0.107
O 13.25 -12.04 -16.06 -0.593
H 13.02 -13.53 -13.83 0.308
H 14.70 -13.18 -14.18 0.444
H 14.05 -14.76 -14.54 0.255
H 14.10 -13.54 -16.70 0.413
H 11.65 -13.54 -17.22 -0.094
H 11.22 -13.51 -15.57 0.278
H 11.93 -14.95 -16.24 -0.297
H 13.04 -11.85 -17.01 0.379
C 13.08 -17.82 -18.39 -1.647
C 12.93 -17.52 -16.90 2.383
C 13.28 -18.74 -16.04 -1.792
O 13.68 -16.58 -16.57 -0.534
H 12.39 -18.57 -18.70 0.336
H 14.09 -18.11 -18.64 0.392
H 12.86 -16.86 -18.88 0.313
H 11.89 -17.27 -16.64 -0.658
H 12.66 -19.57 -16.18 0.357
H 13.22 -18.48 -14.96 0.319
H 14.34 -19.10 -16.16 0.374
H 13.48 -15.77 -17.05 0.271
C 9.60 -8.65 -19.30 -1.578
C 9.01 -10.01 -19.02 0.759
C 8.92 -10.79 -20.32 -1.117
O 9.66 -10.76 -18.24 -0.548
H 8.88 -8.18 -19.95 0.419
H 10.54 -8.59 -19.81 0.391
H 9.44 -7.96 -18.39 0.348
H 8.02 -9.88 -18.66 0.057
H 8.18 -10.35 -21.03 0.511
H 8.47 -11.76 -20.12 0.239
H 9.85 -10.95 -20.84 0.317
H 9.08 -11.42 -17.96 0.066
C 7.48 -14.34 -23.74 -1.228
C 7.53 -12.95 -23.07 0.147
C 6.72 -12.95 -21.77 -0.962
O 8.67 -12.50 -22.86 -0.525
H 6.43 -14.64 -23.97 0.382
H 7.89 -15.13 -23.11 0.226
H 8.08 -14.32 -24.67 0.360
H 7.03 -12.26 -23.73 0.497
H 7.16 -13.58 -20.94 -0.017
H 5.68 -13.15 -21.92 0.580
H 6.80 -11.94 -21.44 0.321
H 8.65 -11.58 -22.81 0.383
C 10.96 -14.08 -21.28 -0.725
O 9.69 -14.62 -21.12 -0.533
H 11.10 -13.37 -22.18 0.309
H 11.67 -14.88 -21.36 0.307
H 11.14 -13.44 -20.39 0.137
H 9.11 -14.01 -21.62 0.048

=====

(2)
91
Properties=species:S:1:pos:R:3:mulliken_charge:R:1 method="wB97M-V/def2-TZVPD" orbital_gap_ev=8.246 fmax_ev_per_a=5.4
C 1.29 2.94 -4.76 -0.918
C 2.21 1.89 -3.92 -0.257
C 1.47 0.47 -3.64 -1.056
C 0.98 0.25 -2.14 0.409
C 0.68 -1.36 -2.00 -1.014
C -0.33 1.06 -1.68 0.994
C -1.44 0.94 -2.88 -0.473
C -2.87 1.55 -2.46 -0.951
C -0.15 2.64 -1.47 -0.996
C 1.22 3.17 -0.85 -0.376
C 1.05 3.87 0.62 -0.145
C 2.49 4.58 0.93 -0.837
N 3.42 3.48 1.31 -0.374
O -0.93 0.33 -0.57 -0.099
C -0.58 0.81 0.71 0.266
O -1.28 1.68 1.29 -0.463
P 0.90 0.17 1.78 0.285
O 0.72 -1.49 2.15 -0.535
O 2.40 0.54 1.05 -0.461
H 0.33 2.45 -5.14 0.256
H 1.06 3.82 -4.06 0.148
H 1.87 3.38 -5.65 0.324
H 2.70 2.35 -3.00 0.131
H 3.08 1.64 -4.64 0.462
H 0.69 0.30 -4.45 0.244
H 2.28 -0.33 -3.83 0.423
H 1.91 0.41 -1.47 0.170
H -0.39 -1.64 -2.24 0.006
H 0.82 -1.60 -0.87 0.166
H 1.47 -1.92 -2.59 0.466
H -1.61 -0.13 -3.21 0.242
H -1.08 1.53 -3.80 -0.056
H -3.08 2.48 -3.11 0.290
H -3.68 0.76 -2.72 0.084
H -2.99 1.76 -1.34 0.271
H -0.27 3.12 -2.51 0.421
H -1.02 3.08 -0.85 0.578
H 1.61 4.03 -1.52 0.414
H 2.07 2.43 -0.74 -0.154
H 0.28 4.71 0.62 0.347
H 0.91 3.10 1.45 -0.001
H 2.37 5.36 1.75 0.376
H 2.84 5.11 -0.04 0.275
H 3.92 3.68 2.19 0.225
H 4.05 3.21 0.55 0.172
H 0.47 -1.57 3.11 0.352
H 2.94 -0.30 1.14 0.308
C 5.37 -0.85 8.10 -1.441
C 4.70 -0.03 7.00 -0.298
N 4.93 -0.56 5.66 0.158
C 4.56 0.37 4.60 -0.913
C 3.08 0.75 4.48 0.043
C 4.54 -1.95 5.44 -0.712
C 3.09 -2.33 5.71 -0.538
H 6.44 -0.97 7.91 0.330
H 5.25 -0.34 9.06 0.435
H 4.92 -1.84 8.20 0.297
H 5.13 0.98 7.06 0.431
H 3.63 0.06 7.22 0.255
H 4.90 -0.02 3.64 0.306
H 5.13 1.29 4.74 0.380
H 2.49 -0.06 4.05 -0.357
H 2.98 1.61 3.81 0.149
H 2.64 1.03 5.44 0.309
H 5.18 -2.59 6.07 0.360
H 4.80 -2.24 4.42 0.313
H 2.71 -1.92 6.65 0.238
H 3.00 -3.42 5.77 0.404
H 2.43 -2.00 4.90 -0.120
C -3.28 -3.14 -2.82 -1.312
C -4.64 -2.86 -2.21 -0.596
N -5.54 -2.13 -3.10 0.240
C -6.73 -1.61 -2.42 -0.717
C -7.71 -2.62 -1.83 -1.048
C -5.78 -2.72 -4.41 -0.705
C -6.35 -4.14 -4.45 -1.004
H -2.80 -2.22 -3.17 0.239
H -2.62 -3.59 -2.07 0.469
H -3.34 -3.84 -3.66 0.332
H -4.47 -2.26 -1.31 0.526
H -5.08 -3.81 -1.88 0.289
H -7.27 -0.94 -3.10 0.436
H -6.39 -0.96 -1.60 0.341
H -8.30 -3.10 -2.61 0.212
H -8.42 -2.11 -1.17 0.411
H -7.21 -3.39 -1.24 0.278
H -4.84 -2.72 -4.96 0.367
H -6.43 -2.06 -4.99 0.379
H -5.85 -4.81 -3.76 0.254
H -6.23 -4.55 -5.46 0.377
H -7.42 -4.15 -4.23 0.267

=====

(3)
26
Properties=species:S:1:pos:R:3:lowdin_spin:R:1 method="wB97M-V/def2-TZVPD" charge=+1 spin_multiplicity=2 orbital_gap_ev="10.800 / 6.607" fmax_ev_per_a=4.4
Zn -20.03 -4.47 30.14 0.007
S -20.89 -5.46 32.46 -0.029
O -20.25 -5.46 33.71 0.148
O -22.25 -5.96 32.51 0.529
O -21.00 -4.13 31.79 0.315
O -20.14 -6.05 31.36 0.027
C -22.01 -2.87 29.19 0.000
C -22.30 -4.16 28.36 0.000
O -21.54 -5.16 28.90 -0.001
O -20.60 -2.71 29.42 0.000
H -22.57 -2.94 30.12 0.000
H -22.30 -1.90 28.78 0.000
H -22.09 -3.93 27.32 0.000
H -23.36 -4.44 28.34 0.000
H -21.98 -6.00 29.03 0.000
H -20.41 -1.77 29.44 0.000
C -17.21 -3.77 30.44 0.000
C -17.42 -3.84 28.94 0.000
O -18.56 -4.74 28.77 0.000
O -18.38 -3.69 31.28 0.003
H -16.62 -2.88 30.66 0.000
H -16.63 -4.63 30.79 0.000
H -16.52 -4.14 28.40 0.000
H -17.79 -2.87 28.62 0.000
H -18.68 -4.93 27.84 0.000
H -18.15 -3.27 32.11 0.000

=====

(4)
76
Properties=species:S:1:pos:R:3:mulliken_charge:R:1 method="wB97M-V/def2-TZVPD" charge=+1 orbital_gap_ev=4.943 fmax_ev_per_a=4.6
K -0.62 -10.98 0.97 1.000
K -1.59 -9.78 -6.51 1.000
As 4.10 -9.32 -2.98 2.087
F 4.97 -8.46 -4.28 -0.494
F 5.40 -8.90 -1.82 -0.489
F 3.21 -10.24 -1.72 -0.519
F 2.74 -9.69 -4.13 -0.542
F 4.95 -10.90 -3.46 -0.524
F 3.22 -7.80 -2.54 -0.524
C 0.48 -3.21 -1.09 -0.691
N -0.99 -3.36 -1.26 0.829
O -1.70 -2.38 -1.53 -0.488
O -1.48 -4.48 -1.18 -0.527
H 0.93 -4.19 -0.91 0.301
H 0.59 -2.55 -0.22 0.283
H 0.88 -2.83 -2.03 0.293
C 6.46 -12.62 1.46 -0.711
N 5.95 -14.05 1.48 0.854
O 5.78 -14.61 2.57 -0.526
O 5.78 -14.52 0.38 -0.500
H 7.52 -12.65 1.72 0.294
H 6.04 -12.06 2.30 0.276
H 6.35 -12.03 0.55 0.314
C 5.92 -3.11 -3.29 -0.700
N 7.27 -2.58 -3.36 0.856
O 8.20 -3.33 -3.15 -0.509
O 7.35 -1.36 -3.58 -0.513
H 5.56 -2.95 -2.27 0.281
H 6.08 -4.18 -3.38 0.319
H 5.24 -2.76 -4.06 0.267
C 10.76 -6.64 0.38 -0.686
N 10.66 -7.57 1.60 0.917
O 11.53 -8.29 1.85 -0.506
O 9.62 -7.49 2.23 -0.559
H 10.64 -5.60 0.66 0.277
H 9.90 -6.99 -0.21 0.256
H 11.70 -6.84 -0.12 0.305
C 5.44 -12.35 -8.22 -0.683
N 4.21 -13.21 -8.27 0.804
O 3.20 -12.80 -8.93 -0.527
O 4.27 -14.29 -7.69 -0.473
H 5.97 -12.57 -9.15 0.300
H 6.08 -12.76 -7.44 0.307
H 5.24 -11.29 -8.07 0.274
C 10.33 -12.23 -3.72 -0.236
C 10.21 -10.93 -2.97 -0.364
O 10.34 -11.25 -1.57 -0.291
S 11.47 -12.44 -1.37 1.082
O 11.09 -13.42 -0.35 -0.509
O 12.82 -11.86 -1.29 -0.526
O 11.23 -12.98 -2.90 -0.337
H 10.67 -12.00 -4.73 0.279
H 9.40 -12.76 -3.88 0.278
H 9.26 -10.43 -3.16 0.337
H 10.94 -10.18 -3.28 0.285
C 3.53 -6.84 4.58 -0.281
C 3.13 -6.86 3.05 -0.311
O 1.74 -7.04 3.04 -0.279
S 1.01 -6.45 4.38 1.088
O 0.39 -7.56 5.13 -0.557
O 0.24 -5.25 4.22 -0.499
O 2.41 -6.17 5.15 -0.308
H 4.47 -6.34 4.81 0.303
H 3.44 -7.86 4.96 0.295
H 3.52 -7.73 2.52 0.280
H 3.49 -5.99 2.50 0.271
N 6.41 -5.95 -8.83 0.003
C 5.87 -6.36 -10.04 -0.499
C 5.92 -5.26 -10.93 -0.359
C 6.58 -4.20 -10.27 -0.364
C 6.78 -4.59 -9.02 -0.467
H 6.57 -6.45 -7.97 0.204
H 5.70 -7.41 -10.24 0.366
H 5.67 -5.25 -11.98 0.358
H 6.90 -3.27 -10.73 0.376
H 7.32 -4.11 -8.22 0.385